ORCA calculation (ωB97M-V/def2-TZVPD) on C41H47F6GeNPReSb as an isolated structure.

Geometry as XYZ:
```
99
C41H47F6GeNPReSb, DFT ωB97M-V/def2-TZVPD
Re -0.344 0.716 0.010
C 3.512 0.315 2.357
C 3.425 -0.102 0.887
C 4.805 -0.065 0.233
P 2.025 0.696 0.010
C 2.376 0.485 -1.790
C 1.422 1.288 -2.677
C 2.264 -0.994 -2.183
C 2.053 2.529 0.259
C 3.282 3.199 0.441
C 3.359 4.572 0.708
C 4.678 5.244 0.927
C 2.179 5.293 0.816
C 0.951 4.662 0.610
C 0.835 3.288 0.288
N -0.364 2.691 0.010
C -1.520 3.404 0.021
C -1.929 4.210 -1.074
C -1.058 4.371 -2.295
C -3.161 4.891 -1.039
C -4.028 4.770 0.048
C -5.359 5.454 0.040
C -3.660 3.936 1.104
C -2.428 3.256 1.101
C -2.094 2.352 2.263
H 4.217 -0.330 2.895
H 2.543 0.230 2.861
H 3.864 1.344 2.475
H 3.145 -1.164 0.899
H 5.215 0.939 0.129
H 4.800 -0.520 -0.762
H 5.521 -0.641 0.831
H 3.392 0.832 -2.006
H 0.373 1.035 -2.483
H 1.619 1.089 -3.737
H 1.548 2.365 -2.531
H 1.250 -1.378 -2.022
H 2.950 -1.629 -1.613
H 2.504 -1.130 -3.244
H 4.208 2.651 0.383
H 5.509 4.617 0.589
H 4.819 5.457 1.992
H 4.728 6.182 0.364
H 2.189 6.353 1.049
H 0.052 5.269 0.691
H -0.731 3.398 -2.671
H -0.189 4.996 -2.070
H -1.607 4.854 -3.112
H -3.446 5.512 -1.884
H -5.299 6.419 -0.474
H -5.706 5.651 1.060
H -6.099 4.827 -0.468
H -4.337 3.800 1.942
H -2.904 2.330 2.999
H -1.194 2.704 2.777
H -1.943 1.324 1.916
F -2.261 0.716 0.010
Sb -4.258 0.716 0.010
F -4.258 0.368 -1.956
F -4.258 -1.251 0.357
F -6.255 0.716 0.010
F -4.259 1.063 1.976
F -4.258 2.682 -0.337
C -0.344 -1.402 0.010
Ge -0.321 -3.348 0.000
C -1.348 -3.992 1.496
C -2.702 -3.646 1.601
C -3.463 -4.107 2.679
C -2.875 -4.916 3.656
C -1.526 -5.265 3.554
C -0.762 -4.805 2.476
C -1.161 -4.024 -1.597
C -1.282 -5.408 -1.786
C -1.893 -5.908 -2.939
C -2.387 -5.029 -3.907
C -2.270 -3.648 -3.721
C -1.659 -3.145 -2.568
C 1.519 -3.920 0.111
C 2.297 -3.532 1.210
C 3.632 -3.938 1.304
C 4.195 -4.730 0.299
C 3.423 -5.116 -0.801
C 2.087 -4.712 -0.896
H -3.165 -3.021 0.848
H -4.509 -3.838 2.757
H -3.465 -5.273 4.490
H -1.071 -5.893 4.309
H 0.280 -5.087 2.410
H -0.902 -6.095 -1.040
H -1.984 -6.977 -3.083
H -2.860 -5.417 -4.800
H -2.654 -2.967 -4.471
H -1.576 -2.074 -2.436
H 1.870 -2.918 1.993
H 4.230 -3.638 2.154
H 5.228 -5.043 0.371
H 3.859 -5.728 -1.580
H 1.505 -5.016 -1.754
H -0.344 0.716 1.735
```

The value obtained for the HOMO energy (spin up / spin down) is -2.50 / -4.66 eV. The net charge is -1. The value obtained for the orbital gap (spin up / spin down) is 3.866 / 5.947 eV. Its multiplicity is 3. As for the expectation value of S²: 2.319.

ORCA calculation (ωB97M-V/def2-TZVPD) on C41H47N7O6Ta as an isolated structure.

Geometry as XYZ:
```
102
C41H47N7O6Ta, DFT ωB97M-V/def2-TZVPD
Ta 0.070 -0.106 -1.051
O 1.041 -0.453 0.448
C 2.264 -0.202 1.194
C 2.320 1.293 1.320
C 2.231 2.111 0.047
C 3.103 3.178 -0.055
C 2.946 4.110 -1.061
C 1.862 3.985 -1.907
C 1.017 2.901 -1.783
C -0.226 2.878 -2.642
C -1.469 2.498 -1.841
O -1.191 1.098 -1.516
C -2.725 2.531 -2.689
C -2.993 3.651 -3.473
C -4.156 3.726 -4.224
C -5.067 2.680 -4.207
C -4.805 1.556 -3.437
C -3.639 1.483 -2.683
C -1.586 3.307 -0.551
C -1.616 4.697 -0.636
C -1.707 5.480 0.507
C -1.768 4.884 1.761
C -1.734 3.501 1.857
C -1.643 2.722 0.707
N 1.240 1.919 -0.865
C 2.165 -0.929 2.530
C 2.486 -0.304 3.729
C 2.501 -1.027 4.920
C 2.200 -2.379 4.921
C 1.866 -3.007 3.724
C 1.844 -2.288 2.539
C 3.412 -0.773 0.353
C 3.204 -1.836 -0.523
C 4.260 -2.365 -1.258
C 5.541 -1.843 -1.119
C 5.757 -0.798 -0.230
C 4.701 -0.273 0.508
H 1.503 1.621 1.971
H 3.240 1.578 1.819
H 3.890 3.287 0.681
H 3.626 4.950 -1.150
H 1.649 4.739 -2.655
H -0.347 3.859 -3.089
H -0.134 2.171 -3.470
H -2.303 4.483 -3.521
H -4.346 4.604 -4.829
H -5.975 2.742 -4.793
H -5.509 0.732 -3.426
H -3.451 0.593 -2.098
H -1.575 5.193 -1.597
H -1.732 6.560 0.414
H -1.846 5.496 2.652
H -1.785 3.026 2.830
H -1.621 1.645 0.812
H 2.741 0.747 3.767
H 2.774 -0.529 5.843
H 2.258 -2.948 5.841
H 1.679 -4.075 3.704
H 1.628 -2.807 1.610
H 2.225 -2.289 -0.641
H 4.080 -3.198 -1.928
H 6.366 -2.258 -1.684
H 6.753 -0.392 -0.100
H 4.909 0.530 1.206
C -0.288 -0.783 -5.463
O 1.121 -0.480 -5.192
C 1.490 -0.261 -3.972
O 0.638 -0.277 -3.029
N 2.786 -0.057 -3.817
N 3.323 0.131 -2.543
H -0.321 -0.991 -6.523
H -0.890 0.085 -5.215
H -0.583 -1.652 -4.885
H 3.365 -0.090 -4.647
H 3.912 0.956 -2.543
H 3.877 -0.684 -2.287
N -1.874 -0.846 0.264
C -1.642 -2.261 0.677
C -2.897 -3.142 0.623
C -2.734 -4.554 1.206
C -3.030 -4.744 2.682
N -2.063 -4.077 3.581
C -2.359 -3.415 4.698
N -1.395 -2.769 5.358
N -3.606 -3.358 5.171
C -0.574 -2.787 -0.248
O 0.110 -3.731 -0.028
O -0.437 -1.973 -1.356
H -2.267 -0.305 1.028
H -2.560 -0.828 -0.487
H -1.199 -2.252 1.673
H -3.179 -3.232 -0.431
H -3.721 -2.612 1.112
H -1.736 -4.934 0.977
H -3.427 -5.226 0.698
H -3.039 -5.811 2.901
H -4.024 -4.357 2.897
H -1.082 -4.217 3.391
H -0.438 -2.814 5.052
H -1.560 -2.413 6.286
H -4.310 -3.999 4.852
H -3.788 -2.905 6.052
```

The value obtained for the HOMO energy is -15.33 eV. The net charge is +3. The value obtained for the orbital gap is 7.435 eV. Its multiplicity is 1.

ORCA calculation (ωB97M-V/def2-TZVPD) on a 8-piece molecular cluster, C41H47NO25 overall.

Geometry as XYZ:
```
114
C41H47NO25, DFT ωB97M-V/def2-TZVPD
C -4.572 -1.010 2.055
O -4.474 -1.229 3.427
C -5.529 -2.024 3.953
C -6.685 -1.121 4.459
O -6.968 -1.223 5.828
C -6.019 -0.539 6.635
H -3.735 -0.437 1.648
H -5.437 -0.427 1.705
H -4.535 -1.959 1.508
H -5.087 -2.576 4.783
H -5.915 -2.710 3.195
H -7.559 -1.452 3.894
H -6.423 -0.128 4.082
H -5.129 -1.172 6.669
H -6.393 -0.525 7.660
H -5.768 0.501 6.424
C 4.763 -5.220 -6.843
O 3.957 -4.472 -5.914
C 2.575 -4.547 -6.236
C 1.813 -4.132 -4.989
O 1.002 -2.998 -5.260
C 0.491 -2.453 -4.074
H 4.731 -4.599 -7.745
H 4.378 -6.236 -6.916
H 5.775 -5.157 -6.447
H 2.284 -5.590 -6.402
H 2.373 -3.880 -7.077
H 2.476 -3.953 -4.138
H 1.127 -4.924 -4.655
H 1.289 -2.148 -3.381
H -0.101 -3.209 -3.543
H -0.093 -1.547 -4.224
C -0.657 -1.004 -0.422
O -1.698 -1.576 -0.143
N -0.087 -0.006 0.278
C -0.560 0.573 1.507
C 1.038 0.670 -0.340
H -0.210 -1.107 -1.424
H 0.144 0.578 2.341
H -1.549 0.227 1.790
H -0.637 1.658 1.357
H 1.776 1.010 0.390
H 1.616 0.103 -1.069
H 0.737 1.565 -0.894
C 2.707 -2.098 3.086
C 2.622 -3.216 2.372
C 3.561 -4.370 2.631
O 3.512 -5.434 2.044
C 4.415 -4.193 3.772
C 4.563 -3.055 4.453
C 3.666 -1.854 4.149
O 3.712 -0.842 4.809
O 5.326 -2.930 5.529
O 1.701 -3.426 1.435
H 2.045 -1.276 2.832
H 5.028 -5.041 4.054
H 5.355 -2.019 5.857
H 1.767 -4.358 1.158
C 2.124 1.801 4.334
C 3.413 2.163 4.315
C 4.214 2.563 5.511
O 5.386 2.860 5.430
C 3.414 2.679 6.714
C 2.098 2.454 6.710
C 1.331 1.863 5.554
O 0.156 1.575 5.576
O 1.393 2.718 7.829
O 4.051 2.234 3.122
H 1.706 1.388 3.429
H 3.880 3.098 7.596
H 0.476 2.433 7.680
H 4.986 2.416 3.319
C -4.325 -0.803 -4.770
C -5.645 -0.922 -4.993
C -6.641 -1.159 -3.920
O -7.840 -1.333 -3.946
C -5.955 -1.456 -2.633
C -4.642 -1.552 -2.421
C -3.682 -1.059 -3.465
O -2.512 -0.884 -3.213
O -4.124 -1.980 -1.258
O -6.143 -0.738 -6.221
H -3.680 -0.575 -5.608
H -6.608 -1.662 -1.793
H -3.307 -1.464 -1.079
H -7.109 -0.685 -6.225
C 4.648 5.671 -0.251
C 5.304 4.539 -0.533
C 4.646 3.235 -0.971
O 5.208 2.180 -1.129
C 3.246 3.405 -1.334
C 2.544 4.498 -0.981
C 3.193 5.689 -0.348
O 2.554 6.703 -0.136
O 1.257 4.620 -1.328
O 6.642 4.459 -0.652
H 5.102 6.595 0.082
H 2.664 2.625 -1.807
H 0.749 5.129 -0.679
H 7.008 5.312 -0.914
C -1.304 1.894 -2.639
C -2.417 2.621 -2.522
C -2.554 4.012 -3.003
O -3.448 4.757 -2.688
C -1.426 4.397 -3.881
C -0.377 3.624 -4.139
C -0.224 2.287 -3.537
O 0.772 1.599 -3.664
O 0.555 4.010 -5.037
O -3.433 2.212 -1.729
H -1.288 0.959 -2.099
H -1.510 5.390 -4.306
H 1.119 3.257 -5.266
H -4.151 2.861 -1.714
```

The value obtained for the HOMO energy is -9.15 eV. The value obtained for the orbital gap is 7.409 eV. The SMILES is O=C1C=C(O)C(=O)C=C1O.O=C1C=C(O)C(=O)C=C1O.O=C1C=C(O)C(=O)C=C1O.O=C1C=C(O)C(=O)C=C1O.O=C1C=C(O)C(=O)C=C1O.CN(C)C=O.COCCOC.COCCOC. Its multiplicity is 1.

Here are the calculated energy relative to the best compared isomer or geometry (same formula, charge and spin) numbers, same order: 0.0 28.5 0.0 (kcal per mole).